Entry 1:
Computed, not measured: a 2-piece molecular cluster, C2H6N3OS overall, with ωB97M-V/def2-TZVPD.

For the HOMO energy (alpha / beta), the calculation gives -10.66 / -14.29 eV. The spin multiplicity is 3. Its LUMO energy (alpha / beta) is -0.1160 / -0.3037 Ha. Its total charge is +1. Its energy above the lowest of the compared OMol25 structures with the same formula, charge and spin is 0.0 kcal per mole.

Positions of all 13 atoms, in Å:
C -2.93 -0.59 0.04
C -1.37 1.00 0.11
N -2.65 0.78 0.18
N -1.67 -1.17 0.01
N -0.68 -0.14 0.04
O -4.01 -1.11 -0.04
S 2.48 -1.03 0.06
H -0.81 2.02 0.07
H 2.23 -0.22 -1.03
H -3.38 1.46 0.38
H -1.59 -2.13 0.24
H 0.41 -0.16 0.11
H 3.33 -0.05 0.67



Entry 2:
Computed, not measured: a 19-piece molecular cluster, C44H72BBr2Cl38N2O6P2S3 overall, with ωB97M-V/def2-TZVPD.

For the HOMO energy, the calculation gives -4.35 eV. Its LUMO energy is 0.0451 Ha. Its total charge is -1.

Positions of all 170 atoms, in Å:
C 4.59 -4.67 4.79
C 3.93 -3.90 3.66
Br 2.65 -4.90 2.68
C 4.23 -2.64 3.38
Br 5.50 -1.81 4.55
C 3.61 -1.84 2.24
O 3.93 -0.50 2.28
P 4.25 0.28 0.77
C 2.45 0.76 0.34
C 1.33 0.54 1.38
C 0.10 1.25 0.78
S -1.38 1.45 1.84
C -2.34 -0.02 1.71
S -1.71 -1.49 1.46
N -3.73 0.28 1.79
C -4.57 -0.74 1.21
C -5.01 -1.90 1.83
C -5.79 -2.83 1.17
C -6.20 -2.59 -0.14
C -5.79 -1.42 -0.74
C -4.99 -0.51 -0.10
C -4.19 0.60 3.12
C -3.51 0.38 4.31
C -4.14 0.77 5.50
C -5.40 1.32 5.54
C -6.07 1.53 4.34
C -5.45 1.17 3.17
B 4.36 2.01 1.71
O 4.90 3.14 1.07
N 3.85 2.23 3.10
C 3.24 3.58 3.11
C 4.93 2.17 4.10
C 6.24 0.26 0.97
Cl 6.86 -1.28 1.74
C 6.90 0.32 -0.44
C 8.30 -0.33 -0.49
Cl 7.15 2.01 -1.01
O 4.26 -1.28 -0.07
C 3.83 -2.29 0.72
S 2.20 -2.75 -0.13
P 4.96 -3.75 0.25
O 5.74 -3.33 -0.93
O 6.00 -4.20 1.39
O 4.17 -5.07 -0.22
H 5.63 -4.88 4.55
H 4.48 -4.12 5.72
H 4.08 -5.62 4.90
H 2.54 -2.00 2.39
H 4.56 0.81 -0.55
H 2.44 1.84 0.12
H 2.19 0.24 -0.59
H 1.08 -0.52 1.40
H 1.53 0.97 2.36
H -0.25 0.62 -0.04
H 0.37 2.20 0.34
H -4.67 -2.07 2.84
H -6.07 -3.70 1.72
H -6.84 -3.32 -0.62
H -6.13 -1.24 -1.75
H -4.66 0.41 -0.62
H -2.51 -0.08 4.28
H -3.65 0.67 6.47
H -5.89 1.60 6.46
H -7.05 1.98 4.33
H -5.98 1.32 2.24
H 5.71 3.36 1.55
H 2.70 3.79 2.19
H 2.50 3.67 3.91
H 3.98 4.36 3.25
H 4.83 1.22 4.64
H 4.74 2.93 4.85
H 5.94 2.26 3.69
H 6.61 1.08 1.58
H 6.31 -0.24 -1.16
H 8.23 -1.41 -0.63
H 8.93 -0.05 0.35
H 8.77 0.05 -1.39
H 1.29 -2.92 0.85
H 6.06 -5.16 1.32
H 3.89 -4.92 -1.13
C 8.43 -3.72 5.69
Cl 9.71 -2.85 6.55
Cl 7.89 -5.14 6.59
H 7.59 -3.05 5.54
H 8.82 -4.04 4.73
C -0.72 -2.12 5.98
Cl -2.35 -2.80 5.89
Cl -0.45 -0.87 4.76
H -0.58 -1.67 6.95
H 0.00 -2.92 5.83
C -5.28 1.45 -3.95
Cl -5.36 1.48 -2.18
Cl -6.17 0.06 -4.61
H -5.72 2.36 -4.34
H -4.24 1.37 -4.25
C 8.85 -5.63 0.07
Cl 10.10 -4.89 1.08
Cl 8.14 -7.05 0.86
H 8.07 -4.90 -0.11
H 9.30 -5.94 -0.87
C 6.30 -2.67 -3.80
Cl 6.15 -3.75 -5.21
Cl 6.06 -0.98 -4.25
H 5.55 -2.94 -3.06
H 7.29 -2.78 -3.38
C -2.79 1.06 9.61
Cl -2.71 -0.18 8.36
Cl -2.56 2.68 8.95
H -3.77 1.01 10.09
H -2.01 0.87 10.34
C 9.88 -2.50 -5.20
Cl 11.44 -3.00 -5.85
Cl 9.79 -2.75 -3.45
H 9.73 -1.45 -5.40
H 9.10 -3.09 -5.67
C -6.47 0.72 -8.06
Cl -8.06 0.36 -8.75
Cl -5.89 2.32 -8.56
H -6.55 0.70 -6.98
H -5.76 -0.03 -8.40
C -4.51 -6.76 1.01
Cl -4.50 -7.55 -0.57
Cl -4.29 -5.00 0.87
H -5.47 -6.95 1.49
H -3.71 -7.17 1.61
C 1.37 0.81 -3.77
Cl 1.05 -0.80 -3.13
Cl 0.58 2.07 -2.81
H 2.45 0.98 -3.76
H 1.00 0.86 -4.79
C -10.83 2.47 -9.51
Cl -10.17 4.11 -9.52
Cl -12.09 2.27 -10.75
H -10.03 1.77 -9.71
H -11.27 2.27 -8.54
C -11.93 3.56 -5.90
Cl -10.44 2.64 -6.14
Cl -12.73 3.13 -4.39
H -11.69 4.61 -5.88
H -12.61 3.35 -6.73
C -1.53 -7.06 6.31
Cl -2.81 -6.48 5.24
Cl -0.68 -5.72 7.07
H -1.97 -7.68 7.08
H -0.82 -7.63 5.73
C 7.39 6.05 0.83
Cl 7.54 4.55 1.75
Cl 5.79 6.78 1.03
H 8.13 6.75 1.18
H 7.54 5.83 -0.22
C -0.28 5.99 0.28
Cl 0.76 4.81 1.07
Cl -1.55 5.19 -0.67
H -0.75 6.61 1.03
H 0.32 6.59 -0.39
C -8.45 7.56 -9.96
Cl -9.47 8.53 -11.03
Cl -7.78 8.52 -8.65
H -9.05 6.76 -9.54
H -7.63 7.14 -10.55
C 2.89 7.77 4.23
Cl 3.96 6.67 5.10
Cl 1.68 6.92 3.26
H 2.38 8.39 4.96
H 3.49 8.39 3.57
C -13.97 0.44 -13.21
Cl -15.40 0.72 -14.22
Cl -12.52 0.23 -14.20
H -13.83 1.29 -12.56
H -14.13 -0.46 -12.63



Entry 3:
Computed, not measured: one molecule with the formula C6H10O, with ωB97M-V/def2-TZVPD.

For the HOMO energy, the calculation gives -9.54 eV. Its LUMO energy is 0.0361 Ha. Its SMILES is C[C@@H]1C=C[C@H](O)C1. Its energy above the lowest of the compared OMol25 structures with the same formula, charge and spin is 4.0 kcal per mole.

Positions of all 17 atoms, in Å:
C -0.34 0.50 1.84
C 0.48 -0.38 0.88
C 1.42 0.46 0.04
C 1.00 0.58 -1.21
C -0.29 -0.16 -1.44
O -1.33 0.81 -1.52
C -0.38 -1.07 -0.20
H -0.95 1.19 1.26
H -1.00 -0.11 2.47
H 0.31 1.08 2.50
H 1.03 -1.13 1.47
H 2.29 0.95 0.46
H 1.46 1.19 -1.99
H -0.27 -0.75 -2.37
H -2.15 0.34 -1.74
H -1.42 -1.23 0.12
H 0.04 -2.05 -0.44



Entry 4:
Computed, not measured: C11H27AlI2OP2 as an isolated structure, with ωB97M-V/def2-TZVPD.

For the HOMO energy (alpha / beta), the calculation gives -13.76 / -13.76 eV. Its LUMO energy (alpha / beta) is -0.3553 / -0.3553 Ha. Its total charge is +2. Its energy above the lowest of the compared OMol25 structures with the same formula, charge and spin is 0.0 kcal per mole.

Positions of all 44 atoms, in Å:
I -3.68 0.60 -1.24
I 2.68 1.05 -0.52
Al -1.26 0.84 -1.80
P -0.56 -2.31 -1.02
C -0.88 -3.25 0.46
C -1.89 -2.54 -2.17
H -1.91 -3.61 -2.45
H 0.86 -3.92 -2.05
H -1.75 -1.94 -3.08
H 1.24 -2.27 -2.62
H -1.81 -2.91 0.92
H -2.85 -2.26 -1.70
C 0.98 -2.87 -1.74
H -0.97 -4.31 0.17
H 1.80 -2.80 -1.02
H -0.04 -3.14 1.16
P -0.69 3.05 -1.47
C -0.80 3.59 0.27
C 0.87 3.78 -2.05
H -2.09 3.62 -3.36
H -1.63 5.06 -2.41
H -2.93 3.95 -1.82
C -1.97 4.02 -2.35
H 1.17 3.28 -2.99
H 0.75 4.85 -2.23
H -0.82 4.69 0.31
H 0.08 3.21 0.81
H 1.67 3.59 -1.31
H -1.71 3.19 0.74
C -1.09 -0.08 0.55
O -1.54 0.15 1.62
C 1.15 -0.77 4.20
C 1.68 -0.89 2.78
C 2.73 -1.97 2.58
C -0.43 -0.52 -0.54
H 0.46 -1.59 4.42
H 0.58 0.16 4.31
H 1.96 -0.76 4.93
H 2.13 0.07 2.48
H 2.27 -2.96 2.61
H 3.22 -1.84 1.62
H 3.50 -1.91 3.36
H 0.67 -0.27 -0.45
H 0.84 -1.07 2.11



Entry 5:
Computed, not measured: one molecule with the formula C8H11N, with ωB97M-V/def2-TZVPD.

For the HOMO energy, the calculation gives -8.81 eV. Its LUMO energy is 0.0403 Ha. Its SMILES is C1[C@H]2[C@H]3C[C@@H]3[C@@H]3N[C@@H]3[C@@H]12. Its energy above the lowest of the compared OMol25 structures with the same formula, charge and spin is 69.0 kcal per mole.

Positions of all 20 atoms, in Å:
C -1.41 0.54 1.33
C -0.06 0.05 1.45
C 0.62 -0.94 0.48
C 0.45 -2.30 -0.17
C -0.04 -1.01 -0.80
C 0.22 0.23 -1.70
N 1.28 1.20 -1.41
C -0.04 1.46 -0.85
C -0.26 1.32 0.64
H -1.86 1.08 2.17
H -2.05 0.01 0.70
H 0.48 0.28 2.38
H 1.67 -0.57 0.42
H 1.37 -2.87 -0.37
H -0.42 -2.91 0.05
H -1.09 -1.16 -0.79
H -0.18 0.16 -2.70
H 1.90 0.86 -0.64
H -0.55 2.29 -1.39
H -0.03 2.26 1.18



Entry 6:
Computed, not measured: an isolated ion of composition C6H10N3S and charge +1, with ωB97M-V/def2-TZVPD.

For the HOMO energy, the calculation gives -13.11 eV. Its LUMO energy is -0.1414 Ha. Its SMILES is CC#C[C@H]1SN=N[C@]1(C)[NH3+]. Its total charge is +1. Its energy above the lowest of the compared OMol25 structures with the same formula, charge and spin is 90.9 kcal per mole.

Positions of all 20 atoms, in Å:
C 2.97 -2.15 -0.11
C 1.64 -1.54 -0.30
C 0.53 -1.14 -0.50
C -0.75 -0.57 -0.85
S -2.23 -1.53 -0.28
N -3.02 -0.31 0.29
N -2.47 0.83 0.36
C -1.09 0.78 0.05
C -0.37 0.88 1.41
N -0.88 2.18 -0.71
H 3.64 -1.36 0.45
H 3.39 -2.37 -1.12
H 2.93 -3.03 0.53
H -0.79 -0.47 -1.97
H -0.95 1.53 1.94
H 0.63 1.15 1.29
H -0.62 -0.08 1.87
H 0.15 2.25 -0.78
H -1.30 2.77 0.02
H -1.41 2.19 -1.59



Entry 7:
Computed, not measured: one molecule with the formula C4H8O2, with ωB97M-V/def2-TZVPD.

For the HOMO energy, the calculation gives -9.15 eV. Its LUMO energy is 0.0217 Ha. Its energy above the lowest of the compared OMol25 structures with the same formula, charge and spin is 62.8 kcal per mole.

Positions of all 14 atoms, in Å:
C -0.08 1.42 -1.25
C 0.78 0.62 -0.25
C -0.08 -0.26 0.60
O -0.88 0.23 1.50
C -0.22 -1.71 0.53
O -1.15 -2.18 1.27
H 0.56 2.04 -1.88
H -0.79 2.06 -0.73
H -0.65 0.74 -1.91
H 1.35 1.32 0.37
H 1.50 -0.01 -0.79
H 0.88 -1.37 1.14
H -1.39 -0.66 1.74
H 0.20 -2.24 -0.34



Entry 8:
Computed, not measured: a 2-piece molecular cluster, C3H10N5 overall, with ωB97M-V/def2-TZVPD.

For the HOMO energy, the calculation gives -12.56 eV. Its LUMO energy is -0.1450 Ha. Its total charge is +1. Its energy above the lowest of the compared OMol25 structures with the same formula, charge and spin is 103.9 kcal per mole.

Positions of all 18 atoms, in Å:
C -0.57 0.23 2.68
C 1.02 -1.03 -1.32
C 0.90 1.27 -1.96
N -0.32 0.91 3.65
N -0.74 -0.27 1.58
N 0.43 0.05 -1.36
N -0.99 -1.55 1.14
N -0.89 0.17 -0.89
H 2.05 -1.16 -1.69
H 0.47 -1.92 -1.00
H 0.61 2.06 -1.33
H 1.97 1.20 -2.07
H 0.40 1.43 -2.98
H 0.45 1.09 4.29
H -0.86 -2.29 1.76
H -1.83 -1.45 0.65
H -0.83 0.31 0.21
H -1.27 0.92 -1.36



Q: What is the formula in the seventh record?
A: C4H8O2